Record 1
The following is a quantum chemistry calculation of a 3-piece molecular cluster, C13H25F7NO6PS overall at a distorted geometry, from OMol25.

Values from the calculation:
Total charge: 0
HOMO level: -0.34344 Ha
LUMO: -0.0328 hartree
Gap between HOMO and LUMO: 8.5 eV

```
54
Properties=species:S:1:pos:R:3:forces:R:3:nbo_charge:R:1
N 4.072956 0.733272 2.639128 -0.3148 -0.0139 -0.0464 -0.83
C 2.998941 -0.069820 2.074434 -0.0565 -0.2100 -0.7889 -0.49
P 1.542010 1.061518 1.947265 -0.1456 0.1027 0.8195 0.72
C 2.042330 2.781021 1.219298 0.4572 3.5852 0.5166 0.62
O 1.976527 3.654068 2.082774 -0.4368 -1.5158 0.4495 -0.63
O 2.384379 2.804959 0.070057 0.1740 -1.4796 -1.1176 -0.62
S 0.143423 -0.006878 0.679271 1.0883 -2.7779 -1.4810 1.81
O 0.813471 -0.117548 -0.579620 0.2683 1.3080 -0.4621 -0.89
O -0.151173 -1.311942 1.200907 -0.9413 0.5860 1.4335 -0.89
C -1.375475 1.022998 0.344766 0.3944 1.5013 0.4095 0.44
F -2.198934 0.400042 -0.460715 -0.3946 -1.1158 0.0582 -0.27
F -0.931019 2.085930 -0.331660 0.5510 0.3980 0.1005 -0.28
C -2.099251 1.581958 1.594218 -1.0174 -0.6013 0.1149 0.54
F -1.321959 2.397529 2.305709 0.8192 -0.0840 -0.0114 -0.29
F -3.107231 2.322743 1.132226 -0.3436 0.1109 -0.4040 -0.28
C -2.714627 0.496681 2.562649 -0.6595 1.2356 0.3395 0.92
F -2.008371 0.454152 3.681994 0.7314 -0.5760 0.1245 -0.30
F -3.927018 0.906361 2.915359 -0.4761 0.1059 -0.0143 -0.30
F -2.836230 -0.685337 2.012224 0.3381 -0.5894 -0.2640 -0.29
H 4.374229 1.404155 1.938687 0.1401 0.0434 0.1495 0.38
H 4.861007 0.134716 2.854026 -0.0092 0.0465 0.1016 0.39
H 2.756990 -0.956139 2.661765 -0.0187 0.2127 0.1659 0.25
H 3.210148 -0.407479 1.049658 -0.2706 -0.0202 0.0386 0.23
H 0.902506 1.197283 3.198153 0.1320 -0.2233 -0.1938 0.06
C -3.316223 -3.934558 1.521593 -0.0629 0.0053 0.1022 -0.65
C -4.058994 -4.600187 0.376205 0.0319 0.1093 -0.0009 -0.06
O -4.987232 -5.586487 0.790719 0.0153 -0.1995 -0.0653 -0.53
C -6.030186 -5.144376 1.640145 -0.0708 0.0608 0.0670 -0.06
C -6.911466 -4.069907 1.026436 0.0812 0.0760 -0.1023 -0.64
H -2.791292 -4.680336 2.120821 0.0218 -0.0016 -0.0371 0.21
H -2.587469 -3.220399 1.135315 0.0169 -0.0428 -0.0116 0.22
H -3.991685 -3.395017 2.187646 0.0090 0.0638 -0.0474 0.20
H -3.341712 -5.114559 -0.263970 -0.0837 -0.1126 0.0130 0.19
H -4.555151 -3.852981 -0.253506 0.0050 0.0568 0.0499 0.16
H -5.623366 -4.813623 2.602380 -0.0083 0.0804 -0.0121 0.16
H -6.637682 -6.025536 1.850099 0.1048 -0.0703 -0.0679 0.19
H -6.352541 -3.158739 0.807415 -0.0217 0.0254 0.0767 0.20
H -7.720008 -3.807921 1.710089 0.0025 -0.0324 0.0010 0.22
H -7.345230 -4.421728 0.089080 -0.0198 -0.0233 0.0295 0.21
C 5.543714 4.378411 -4.160984 -0.0193 -0.0036 0.1339 -0.64
C 5.123435 3.093169 -4.853422 -0.0488 0.0916 -0.0328 -0.06
O 5.191331 1.947831 -4.025173 0.1527 -0.1884 -0.0272 -0.54
C 4.380064 1.972782 -2.860467 -0.0997 0.0647 0.0966 -0.06
C 2.896344 2.113791 -3.140378 -0.1028 0.0159 -0.1726 -0.65
H 6.558753 4.286856 -3.770544 0.0065 0.0010 -0.0428 0.21
H 5.512494 5.213147 -4.862840 0.0147 -0.0239 -0.0121 0.21
H 4.890174 4.623163 -3.322701 -0.0490 0.0382 -0.0546 0.21
H 5.798801 2.899080 -5.687891 0.0140 -0.1249 0.0539 0.18
H 4.120361 3.192044 -5.283324 -0.0207 0.0656 0.0477 0.16
H 4.722316 2.756033 -2.175813 -0.0688 0.0527 -0.0054 0.16
H 4.557166 1.022319 -2.353902 0.1047 -0.0287 -0.1104 0.18
H 2.661989 3.057212 -3.636693 0.0043 0.0358 0.0759 0.20
H 2.334629 2.079297 -2.208366 0.0436 -0.0069 -0.0010 0.24
H 2.551051 1.306954 -3.790565 0.0385 -0.0138 0.0179 0.20
```
Positions in Å, forces in eV/Å.

***

Record 2
The following is a quantum chemistry calculation of C13H25F9N4O6P2Ti as an isolated structure at a distorted geometry, from OMol25.

Values from the calculation:
Total charge: +1
HOMO level (alpha / beta): -0.40642 / -0.48481 Ha
2S+1: 2
Energy above the lowest of the compared OMol25 structures with the same formula, charge and spin: 143.5 kJ/mol
LUMO (alpha / beta): -0.0792 / -0.0798 hartree
Expectation value of S²: 0.75
Gap between HOMO and LUMO (alpha / beta): 8.9 / 11.0 eV

```
60
Properties=species:S:1:pos:R:3:forces:R:3:nbo_charge:R:1
Ti -0.468926 1.461570 0.511604 -0.0580 1.5828 -0.3778 1.48
C 0.281596 -3.500625 0.574190 0.3903 -0.0841 0.0916 -0.42
N -0.499203 -2.876680 -0.487419 0.0427 1.3268 -0.0038 -0.78
C -1.890645 -3.311745 -0.489740 -0.3820 -0.1345 -0.1258 -0.42
P -0.343461 -1.256081 -0.772433 0.8558 -1.3818 -1.1680 2.53
O -1.004395 -0.300197 0.175024 -0.4113 -1.9104 -0.7188 -1.08
O 1.259857 -1.057423 -0.623894 -0.2331 0.4541 0.0313 -1.08
P 1.873840 0.471855 -0.749978 1.9906 -1.4988 -0.2065 2.50
O 0.698394 1.363342 -1.032987 1.0679 -0.0067 -1.0805 -1.07
N 2.941935 0.500087 -1.989455 -0.7996 -0.0043 0.7445 -0.79
C 4.053965 -0.436186 -1.966596 0.3158 -0.0666 0.1708 -0.41
C 2.501782 0.907122 -3.315562 -0.1401 0.3238 -0.0996 -0.41
N 2.747940 0.568758 0.650945 -0.8755 0.2545 -1.0611 -0.79
C 2.170332 0.128765 1.917508 -0.3219 -0.2070 0.3409 -0.42
C 3.610343 1.741568 0.789083 0.3191 0.3531 -0.0559 -0.42
N -0.741506 -0.897561 -2.321120 -0.3471 -0.4410 0.9437 -0.81
C -1.739570 0.115391 -2.636530 -0.0696 0.3667 0.1558 -0.39
C -0.514832 -1.879440 -3.367562 0.1629 -0.1187 -0.1805 -0.41
H 0.235680 -4.579485 0.432595 0.0219 -0.0054 0.0237 0.22
H -0.103379 -3.257934 1.568024 -0.0243 0.0057 0.0026 0.20
H 1.318202 -3.182905 0.490505 0.0059 -0.1020 0.0956 0.22
H -1.927396 -4.377068 -0.710811 -0.0358 0.0001 -0.0551 0.22
H -2.439769 -2.768715 -1.256633 -0.1420 -0.0704 -0.0887 0.21
H -2.376102 -3.130895 0.471796 0.0156 0.0091 0.0466 0.21
H 4.272195 -0.700138 -0.933958 0.1510 -0.0471 -0.0626 0.23
H 4.932708 0.033928 -2.410627 -0.0211 -0.0448 0.0207 0.22
H 3.816575 -1.347148 -2.519327 -0.0207 -0.0107 -0.0607 0.20
H 1.638409 1.561084 -3.209377 0.0488 0.0077 -0.1885 0.23
H 2.235889 0.046037 -3.934253 0.0119 -0.0329 0.0293 0.19
H 3.306488 1.458302 -3.804743 -0.0475 -0.0324 -0.0023 0.22
H 1.696128 -0.846199 1.789982 0.0502 0.0960 0.1059 0.22
H 1.436361 0.845755 2.333558 0.4355 -0.2750 -0.1215 0.22
H 2.993471 0.023174 2.624658 -0.0819 -0.0405 0.0361 0.23
H 3.978611 2.029046 -0.195066 0.0885 0.0695 0.1005 0.22
H 4.457964 1.478315 1.422007 0.0095 -0.0290 -0.0399 0.22
H 3.078107 2.585581 1.235515 0.0496 -0.1359 -0.0416 0.23
H -1.723492 0.909234 -1.877699 -0.1599 -0.2230 -0.4610 0.21
H -2.745256 -0.311194 -2.698425 0.0361 0.0333 0.0447 0.20
H -1.487383 0.544152 -3.607333 -0.0124 0.1031 0.0798 0.22
H 0.176392 -2.632142 -3.000707 0.0533 -0.1122 -0.1714 0.23
H -0.088663 -1.382801 -4.239737 0.0234 -0.0380 -0.0302 0.21
H -1.446217 -2.367134 -3.668412 0.0144 -0.0032 0.0427 0.20
O -0.911014 3.301430 0.010868 -0.8139 1.0429 -0.5202 -0.64
C -0.095766 3.674631 0.889471 0.3938 1.4303 0.2704 0.66
O 0.765753 2.851104 1.285479 0.8917 0.4456 0.5472 -0.67
H -0.156789 4.682559 1.335759 0.0036 -0.2387 -0.1971 0.16
F -1.854269 -0.114265 4.540636 0.1047 0.2774 0.2777 -0.30
C -2.318893 -0.294919 3.315592 0.2613 -0.4085 -0.0587 0.98
F -3.453045 -0.982475 3.400098 -0.2789 0.1425 0.0277 -0.30
F -1.424705 -1.072220 2.668996 -0.1070 -0.0969 0.1356 -0.33
C -2.452076 1.044319 2.537362 -0.6567 -0.2025 0.6724 0.01
O -1.229059 1.418553 2.113548 -1.0596 -0.1397 2.0526 -0.73
C -3.448175 0.845111 1.355654 -0.4597 -0.1366 -0.5547 0.96
F -4.704353 1.109488 1.672364 -0.0699 0.1089 0.2036 -0.29
F -3.097463 1.657717 0.328805 -0.0967 -0.0072 0.1933 -0.30
F -3.427322 -0.395469 0.857648 -0.1128 -0.1959 0.1059 -0.31
C -2.986000 2.196329 3.440771 0.1180 0.1382 0.0977 0.98
F -2.003597 2.655557 4.206562 0.1029 -0.0547 0.1721 -0.30
F -3.375948 3.203282 2.652516 -0.0876 0.1721 -0.1027 -0.31
F -4.000248 1.845897 4.221260 -0.1102 -0.2071 -0.0276 -0.30
```
Positions in Å, forces in eV/Å.

***

Record 3
The following is a quantum chemistry calculation of one molecule with the formula C13H25N3O4 at a distorted geometry, from OMol25.

Values from the calculation:
Total charge: 0
HOMO level: -0.33746 Ha
Energy above the lowest of the compared OMol25 structures with the same formula, charge and spin: 257.8 kJ/mol
LUMO: 0.0150 hartree
Gap between HOMO and LUMO: 9.6 eV

```
45
Properties=species:S:1:pos:R:3:forces:R:3:nbo_charge:R:1
O -1.363665 1.160740 -0.214786 -1.5387 -2.2780 0.5245 -0.63
O 2.104355 0.610473 2.780092 -0.5433 1.0694 0.1078 -0.67
O 0.196004 -3.378387 2.644733 0.4295 -3.3825 -0.5353 -0.64
O 1.579233 4.554317 1.622618 -1.7720 0.7137 0.1491 -0.70
C -0.620320 1.988187 -0.645537 -0.1800 1.7420 -0.6034 0.68
C 1.307136 0.841340 1.863799 1.1563 -0.0195 0.7682 0.68
C 0.382416 -2.211845 2.490150 0.1204 0.1058 -2.1294 0.67
N -0.190277 -1.399338 3.315162 -1.6428 2.4605 3.7221 -0.59
N 0.311916 2.536901 0.142912 2.5271 1.9505 -0.5980 -0.62
N 0.843727 -0.151299 1.156168 0.7727 -2.6313 -0.2959 -0.59
C -0.756603 2.491203 -2.092372 2.3364 -2.2374 -1.0135 -0.73
C -0.843373 -1.844448 4.595641 1.3076 -1.2183 -3.0351 -0.40
C -0.405268 -3.296392 -1.957872 3.8604 -1.0032 1.7760 -0.60
C 3.149976 3.015622 1.153751 2.1085 -2.0152 -0.5018 -0.66
C 2.198244 -1.815476 -1.099971 0.8529 0.7727 3.5845 -0.61
C -0.224467 -2.608405 -0.580401 -2.2960 1.2874 -0.8719 -0.41
C 0.779201 2.263511 1.506436 -0.5862 -1.3654 -1.0099 -0.16
C 1.202636 -1.595492 1.329761 1.0054 0.3975 0.1528 -0.13
C 1.850621 3.213862 1.885522 2.0983 0.4202 2.0869 0.08
C 1.212132 -2.364647 -0.065409 -0.5989 -1.6299 0.4166 -0.22
H 0.780468 4.674507 2.146933 -0.2296 1.0269 -0.1312 0.46
H 0.100061 -0.477702 3.462404 0.7986 1.3927 -0.6881 0.39
H 0.692462 3.439266 -0.179961 -0.0721 -0.8611 0.0098 0.41
H 0.240945 0.054699 0.431821 -1.7739 0.2759 -1.6214 0.42
H -1.012975 1.592056 -2.657771 -0.6627 -0.2303 0.3338 0.25
H -1.506431 3.188266 -2.360842 -0.4885 1.0459 0.3131 0.25
H 0.224002 2.615849 -2.633467 -0.6832 0.9722 1.0107 0.23
H -0.184976 -2.531207 5.087661 0.2015 -0.5615 0.3759 0.21
H -1.708454 -2.343038 4.218778 -0.9630 -0.3811 0.7057 0.21
H -0.988208 -1.001539 5.191837 -0.6320 1.3040 0.8088 0.20
H -1.387694 -3.474939 -2.232037 -1.8387 -0.6173 -0.2461 0.22
H 0.073836 -2.753369 -2.714534 0.3047 1.4890 -1.2499 0.19
H 0.282178 -4.188896 -2.002980 -1.2212 0.0522 0.2564 0.19
H 3.079013 3.061812 0.008979 -0.4210 -0.3952 1.5664 0.21
H 3.582332 1.957964 1.493827 -0.4845 2.5118 -0.9571 0.25
H 3.843622 3.875959 1.351177 -0.5153 -1.0669 0.3532 0.24
H 2.211225 -2.292098 -1.979823 -0.6234 -2.1952 -3.2767 0.21
H 3.247179 -1.923524 -0.792014 -0.2271 0.1737 0.4919 0.21
H 2.057409 -0.800372 -1.335376 -0.3581 1.5728 -0.0863 0.20
H -0.932817 -1.698382 -0.718486 1.4444 -0.8033 0.8022 0.20
H -0.706360 -3.247540 0.166199 -0.0325 0.2184 0.0036 0.22
H -0.066086 2.414609 2.117192 -1.1481 0.1141 1.2604 0.21
H 2.212156 -1.638511 1.819177 -0.4563 0.3120 -0.8936 0.25
H 1.932255 3.101590 3.057741 0.4257 -0.1183 -2.2289 0.20
H 1.478494 -3.468858 0.101081 0.2389 1.6295 0.3929 0.23
```
Positions in Å, forces in eV/Å.

***

Q: Among the records above, which one has the highest total charge?
A: C13H25F9N4O6P2Ti

***

Q: Number 1 is which compound?
A: C13H25F7NO6PS

***

Q: Look up the total charge of the second one.
A: +1

***

Q: Which value of total charge does entry 3 give?
A: 0